DFT (ωB97M-V/def2-TZVPD) results for C14H28AsFeN4SSe4Si2 as an isolated structure.

The geometry in ORCA input format:
```
! RIJCOSX wB97M-V def2-TZVPD def2/J DEFGRID3
* xyz 0 2
Fe -0.600 0.087 -0.400
C 2.861 -2.308 -0.092
C 1.750 -1.421 -0.547
N 1.026 -0.716 0.240
N 1.255 -0.754 1.578
C 0.372 -0.115 2.403
N 0.767 -0.077 3.702
S -0.993 0.599 1.836
C 1.350 -1.241 -1.965
C 2.079 -1.732 -3.033
C 1.657 -1.424 -4.319
C 0.540 -0.629 -4.484
C -0.138 -0.176 -3.363
N 0.244 -0.488 -2.126
H 2.509 -2.976 0.700
H 3.229 -2.936 -0.897
H 3.708 -1.729 0.288
H 2.077 -1.215 1.931
H 1.400 -0.775 4.056
H 0.062 0.230 4.352
H 2.967 -2.324 -2.874
H 2.209 -1.792 -5.174
H 0.188 -0.349 -5.467
H -1.010 0.456 -3.444
Se -1.573 -2.201 -0.160
Se -3.639 -1.994 0.650
Se -4.133 0.230 0.379
Se -2.708 0.735 -1.313
C -0.559 5.551 -0.767
Si -0.651 4.044 0.339
C -2.456 3.728 0.717
C 0.195 4.455 1.967
As 0.307 2.274 -0.847
Si 2.540 2.590 -0.340
C 3.605 1.491 -1.444
C 3.133 2.277 1.426
C 3.011 4.355 -0.768
H -1.060 6.414 -0.317
H -1.041 5.328 -1.721
H 0.477 5.829 -0.978
H -2.859 4.580 1.274
H -2.607 2.831 1.317
H -3.033 3.607 -0.201
H -0.281 5.320 2.442
H 1.254 4.687 1.837
H 0.117 3.606 2.652
H 3.626 0.453 -1.108
H 4.638 1.855 -1.448
H 3.238 1.504 -2.473
H 3.245 1.210 1.626
H 2.439 2.684 2.163
H 4.111 2.745 1.586
H 2.628 4.624 -1.755
H 4.101 4.460 -0.782
H 2.617 5.077 -0.049
*
```

As for the orbital gap (spin up / spin down): 0.2104 / 0.1717 Ha. Its energy above the lowest of the compared OMol25 structures with the same formula, charge and spin is 0.0 kcal per mole. For the LUMO energy (spin up / spin down), the calculation gives -0.6 / -1.7 eV. The expectation value of S² is 0.768. The calculation puts the maximum force at 0.9 eV/A.